Entry 1:
21
Properties=species:S:1:pos:R:3 method="wB97M-V/def2-TZVPD" orbital_gap_ev=9.094 total_charge=+1
O 2.63733 -1.81239 0.92841
C 2.04745 -0.67046 0.52160
O 2.48857 0.59591 1.16938
N 1.00661 -0.72867 -0.60630
C -0.09650 -1.60191 -0.04615
C -1.62292 -1.08834 -0.40045
N -1.84941 0.33457 0.15211
C -0.58572 1.16785 0.15208
O -0.88319 2.57211 -0.17370
C 0.53047 0.66071 -0.96876
H -0.00067 -1.53942 1.13649
H 0.05824 -2.72523 -0.37056
H -1.89485 -1.14235 -1.53938
H -2.35371 -1.84167 0.16347
H -2.57849 0.75384 -0.49278
H -2.20525 0.22634 1.14456
H -0.15802 1.14804 1.24162
H -0.64581 3.11988 0.63868
H -0.04322 0.69576 -2.01157
H 1.42758 1.43967 -1.07455
Cs 4.72151 0.43579 0.43579

Entry 2:
80
Properties=species:S:1:pos:R:3 method="wB97M-V/def2-TZVPD" orbital_gap_ev=9.046 total_charge=0
C -7.66453 -1.45679 -1.50184
C -7.69387 -0.00060 -1.96857
C -6.52015 0.36988 -2.84765
O -5.30443 0.37563 -2.07974
P -4.99745 1.83303 -1.34352
C -4.62498 1.24701 0.38221
C -4.36299 2.31477 1.46593
C -2.91724 2.26641 1.97460
Cl -4.86439 3.96799 0.99361
C -3.38365 2.28938 -2.18686
Cl -2.25980 3.23883 -1.17590
C -2.64993 1.11000 -2.81725
C -2.00178 0.15360 -1.81436
H -8.21846 -2.11860 -2.15751
H -6.65685 -1.82413 -1.33761
H -8.16942 -1.51827 -0.53958
H -8.61844 0.18126 -2.51358
H -7.66440 0.63687 -1.08998
H -6.69735 1.34672 -3.29815
H -6.37452 -0.33954 -3.65855
H -3.82788 0.50984 0.34945
H -5.52480 0.70822 0.66631
H -4.99858 2.05091 2.29905
H -2.28851 1.85126 1.19803
H -2.85254 1.56872 2.80328
H -2.52803 3.23779 2.25182
H -3.66509 2.94379 -3.00282
H -1.86974 1.52015 -3.45680
H -3.32672 0.57875 -3.47575
H -1.04903 -0.18490 -2.20595
H -1.82558 0.61945 -0.85076
H -2.62176 -0.72072 -1.63749
C 4.81906 4.07527 -2.20976
O 3.77849 4.98472 -1.84216
C 2.61344 4.40083 -1.56288
O 2.38495 3.21693 -1.59756
O 1.73081 5.34391 -1.23839
C 0.44875 4.81401 -0.87707
H 5.70532 4.67021 -2.40786
H 5.03082 3.38424 -1.39621
H 4.54900 3.52557 -3.10967
H 0.53734 4.17291 -0.00077
H 0.01779 4.26594 -1.70416
H -0.18641 5.66289 -0.63812
C -0.66653 -2.75572 3.04281
O -0.02440 -1.51582 2.72934
C 0.58707 -1.49817 1.54362
O 0.62999 -2.40923 0.75696
O 1.13850 -0.29480 1.37902
C 1.82970 -0.12807 0.13751
H -1.11782 -2.63626 4.02347
H -1.44434 -2.97951 2.31464
H 0.05595 -3.56777 3.08305
H 1.14634 -0.25010 -0.70051
H 2.65406 -0.83465 0.05678
H 2.22378 0.88428 0.12659
C 7.58699 0.26231 -2.03836
O 8.92833 0.48994 -2.47676
C 9.26022 1.77701 -2.58483
O 8.54079 2.71413 -2.34918
O 10.52571 1.84715 -2.99851
C 11.01940 3.17895 -3.15903
H 7.45464 -0.81472 -1.99541
H 7.42937 0.68445 -1.04758
H 6.87434 0.68462 -2.74454
H 10.99546 3.71470 -2.21207
H 10.44117 3.71568 -3.90865
H 12.04810 3.08834 -3.49524
C -2.16805 -6.52884 6.28089
O -1.09310 -7.45854 6.13374
C -0.12659 -7.05484 5.30798
O -0.10054 -6.01070 4.70755
O 0.80542 -8.00629 5.26134
C 1.91098 -7.70529 4.40588
H -2.87424 -6.98006 6.97166
H -1.80925 -5.58858 6.69553
H -2.65964 -6.35497 5.32546
H 2.42867 -6.81094 4.74715
H 1.57797 -7.57696 3.37782
H 2.58510 -8.55487 4.46244

Entry 3:
29
Properties=species:S:1:pos:R:3 method="wB97M-V/def2-TZVPD" orbital_gap_ev="7.380 / 7.378" total_charge=+2
C -2.62788 0.92185 -0.57275
C 1.30178 1.67887 0.63692
C 2.41220 0.10323 -1.11351
C 0.19482 1.53536 1.73177
C -1.30709 0.89348 0.00332
C 1.27005 0.52302 -0.22282
C -0.29037 0.15410 -0.75938
C -0.39537 0.12405 -2.27037
C -1.71204 -2.17748 1.68340
N -3.61080 0.83775 -1.13358
N -0.67517 -1.27353 -0.31170
N 2.16515 -0.68184 0.12165
O -1.13601 1.36539 1.17237
O -0.66194 -1.54343 1.05621
H 1.13796 2.58892 0.09364
H 2.30613 2.01422 1.07653
H 2.28631 -0.31072 -2.10747
H 3.21705 0.84636 -1.11655
H 0.50113 0.69759 2.37687
H 0.12583 2.42852 2.28141
H -0.07144 -0.87128 -2.70058
H -0.07044 1.01877 -2.87039
H -1.43761 0.04015 -2.66843
H -1.42009 -2.95941 2.41718
H -2.36708 -2.49741 0.88339
H -2.22424 -1.43208 2.38354
H -1.62478 -1.60793 -0.68645
H 1.84821 -1.56026 -0.27113
H 2.86573 -0.85623 0.88693

Copy entry 2 word for word.
80
Properties=species:S:1:pos:R:3 method="wB97M-V/def2-TZVPD" orbital_gap_ev=9.046 total_charge=0
C -7.66453 -1.45679 -1.50184
C -7.69387 -0.00060 -1.96857
C -6.52015 0.36988 -2.84765
O -5.30443 0.37563 -2.07974
P -4.99745 1.83303 -1.34352
C -4.62498 1.24701 0.38221
C -4.36299 2.31477 1.46593
C -2.91724 2.26641 1.97460
Cl -4.86439 3.96799 0.99361
C -3.38365 2.28938 -2.18686
Cl -2.25980 3.23883 -1.17590
C -2.64993 1.11000 -2.81725
C -2.00178 0.15360 -1.81436
H -8.21846 -2.11860 -2.15751
H -6.65685 -1.82413 -1.33761
H -8.16942 -1.51827 -0.53958
H -8.61844 0.18126 -2.51358
H -7.66440 0.63687 -1.08998
H -6.69735 1.34672 -3.29815
H -6.37452 -0.33954 -3.65855
H -3.82788 0.50984 0.34945
H -5.52480 0.70822 0.66631
H -4.99858 2.05091 2.29905
H -2.28851 1.85126 1.19803
H -2.85254 1.56872 2.80328
H -2.52803 3.23779 2.25182
H -3.66509 2.94379 -3.00282
H -1.86974 1.52015 -3.45680
H -3.32672 0.57875 -3.47575
H -1.04903 -0.18490 -2.20595
H -1.82558 0.61945 -0.85076
H -2.62176 -0.72072 -1.63749
C 4.81906 4.07527 -2.20976
O 3.77849 4.98472 -1.84216
C 2.61344 4.40083 -1.56288
O 2.38495 3.21693 -1.59756
O 1.73081 5.34391 -1.23839
C 0.44875 4.81401 -0.87707
H 5.70532 4.67021 -2.40786
H 5.03082 3.38424 -1.39621
H 4.54900 3.52557 -3.10967
H 0.53734 4.17291 -0.00077
H 0.01779 4.26594 -1.70416
H -0.18641 5.66289 -0.63812
C -0.66653 -2.75572 3.04281
O -0.02440 -1.51582 2.72934
C 0.58707 -1.49817 1.54362
O 0.62999 -2.40923 0.75696
O 1.13850 -0.29480 1.37902
C 1.82970 -0.12807 0.13751
H -1.11782 -2.63626 4.02347
H -1.44434 -2.97951 2.31464
H 0.05595 -3.56777 3.08305
H 1.14634 -0.25010 -0.70051
H 2.65406 -0.83465 0.05678
H 2.22378 0.88428 0.12659
C 7.58699 0.26231 -2.03836
O 8.92833 0.48994 -2.47676
C 9.26022 1.77701 -2.58483
O 8.54079 2.71413 -2.34918
O 10.52571 1.84715 -2.99851
C 11.01940 3.17895 -3.15903
H 7.45464 -0.81472 -1.99541
H 7.42937 0.68445 -1.04758
H 6.87434 0.68462 -2.74454
H 10.99546 3.71470 -2.21207
H 10.44117 3.71568 -3.90865
H 12.04810 3.08834 -3.49524
C -2.16805 -6.52884 6.28089
O -1.09310 -7.45854 6.13374
C -0.12659 -7.05484 5.30798
O -0.10054 -6.01070 4.70755
O 0.80542 -8.00629 5.26134
C 1.91098 -7.70529 4.40588
H -2.87424 -6.98006 6.97166
H -1.80925 -5.58858 6.69553
H -2.65964 -6.35497 5.32546
H 2.42867 -6.81094 4.74715
H 1.57797 -7.57696 3.37782
H 2.58510 -8.55487 4.46244